Record 1
16
Properties=species:S:1:pos:R:3:forces:R:3 method="wB97M-V/def2-TZVPD" e_above_lowest_kj_mol=199.0 e_tot_ha=-548.013575 homo_energy_ev=-13.756 smiles="C[C@H]1C=C[C@]1([NH3+])I" total_charge=+1
C -1.3074 0.3583 1.0882 0.60 -3.93 -0.83
C -0.1354 -0.6492 0.8604 0.08 2.56 -4.15
C -0.4179 -1.6047 -0.3283 2.03 1.82 2.32
C 0.5854 -1.1930 -1.0969 -1.26 0.03 0.02
C 1.0556 -0.0968 -0.2635 -0.79 0.21 2.65
N 0.5545 1.2491 -0.7181 0.96 0.69 -0.74
I 3.2200 0.0656 0.1543 -1.36 -0.03 -0.12
H -1.8695 0.0793 1.9177 -0.77 -0.79 1.83
H -2.0313 0.2303 0.3168 -0.42 0.19 -1.05
H -1.1355 1.3364 1.2503 1.20 3.41 0.37
H 0.4181 -0.9501 1.6648 0.80 -1.19 2.33
H -1.2105 -2.2551 -0.2600 -1.54 -1.71 -0.77
H 0.8108 -1.3364 -2.0959 0.69 -0.82 -1.80
H -0.3658 1.1238 -1.2035 0.87 0.52 0.50
H 1.2779 1.6773 -1.3087 -0.41 -0.33 -0.81
H 0.5510 1.9653 0.0226 -0.69 -0.62 0.26

Record 2
16
Properties=species:S:1:pos:R:3:forces:R:3 method="wB97M-V/def2-TZVPD" e_above_lowest_kj_mol=223.1 e_tot_ha=-548.004389 homo_energy_ev=-14.401 smiles="CCC(C)=[N+]=CI" total_charge=+1
C 0.3647 1.7720 -0.1745 4.68 -0.50 -1.26
C 0.6304 0.5193 0.7136 0.11 2.32 0.69
C 0.2506 -0.7835 0.0441 -0.14 0.15 1.07
C 1.0747 -1.5134 -0.9625 0.99 5.02 0.76
N -0.9102 -1.1943 0.3319 -7.12 0.86 2.10
C -2.2246 -0.9784 0.7997 6.10 -0.14 -1.79
I -3.6113 0.2923 -0.1434 0.92 -1.05 0.53
H 1.0214 1.7011 -1.1226 -1.49 -0.23 0.98
H 0.7733 2.7302 0.1840 -0.30 -0.62 0.82
H -0.6085 1.8715 -0.3591 -3.88 0.60 -1.21
H 0.1500 0.7562 1.7267 0.54 -1.11 -1.43
H 1.6846 0.6787 0.7925 0.91 -1.04 0.65
H 0.6749 -2.4440 -1.1803 -0.38 -1.53 -0.97
H 2.1519 -1.3647 -0.7652 -0.48 -0.92 0.29
H 0.9782 -0.6162 -1.6771 -0.14 -1.79 -0.47
H -2.4000 -1.4266 1.7924 -0.34 -0.02 -0.75